No. 1
{"formula": "C17H17N9O", "method": "wB97M-V/def2-TZVPD", "species": ["O", "N", "N", "N", "N", "N", "N", "N", "N", "N", "C", "C", "C", "C", "C", "C", "C", "C", "C", "C", "C", "C", "C", "C", "C", "C", "C", "H", "H", "H", "H", "H", "H", "H", "H", "H", "H", "H", "H", "H", "H", "H", "H", "H"], "positions_angstrom": [[-1.57640, -1.60988, 2.63968], [-1.68318, 1.61110, -3.81940], [0.13160, -2.49147, -3.87995], [0.01150, 1.15092, -2.46093], [1.71222, 0.38212, -1.03869], [-0.82361, -0.48446, -3.90581], [-1.10182, 1.69978, 0.45246], [-2.28026, 1.43476, 1.03643], [0.99805, -0.96493, -2.59728], [-0.12580, -0.24179, 1.51742], [2.28569, -3.06757, 1.38393], [0.99083, -1.03499, 1.82996], [1.32780, 1.26181, 0.05448], [3.20976, -1.28050, 2.75516], [-1.35334, -0.58514, 2.03911], [-3.76243, 0.31132, 2.28559], [0.11919, -1.24122, -3.47738], [0.87870, 0.21002, -2.10862], [-3.47053, 2.16996, 0.98942], [1.11956, -2.31832, 1.25197], [-0.06583, 0.89073, 0.66753], [-2.46346, 0.32756, 1.81016], [-4.38093, 1.52606, 1.75098], [1.49371, 2.77018, -0.32260], [3.35416, -2.51053, 2.07788], [-0.76218, 0.72895, -3.43513], [2.04753, -0.54159, 2.61803], [-5.38342, 1.89921, 2.02888], [4.26776, -3.07684, 2.24085], [1.44395, 3.43550, 0.52805], [2.10832, 1.06412, 0.79015], [2.33019, -4.03624, 0.88946], [-2.58957, 1.15133, -3.92476], [1.98813, 0.40732, 3.16915], [2.14612, -0.51936, -0.80884], [0.66870, 3.06224, -0.92566], [-4.22055, -0.46339, 2.93020], [0.30261, -2.69017, 0.63394], [2.39673, 2.86685, -0.91945], [-3.69454, 3.12192, 0.50605], [4.02851, -0.88401, 3.32617], [0.79860, -3.01169, -3.33895], [-0.79660, -2.85187, -4.03072], [-1.62545, 2.42221, -3.20888]], "forces_ev_per_a": [[0.73, -0.58, 0.44], [-1.53, 0.93, -0.46], [-0.15, -2.44, -1.05], [1.71, 0.11, 0.55], [-0.10, 0.30, 0.33], [-1.79, 0.76, -1.83], [3.08, -0.78, -0.43], [-0.94, 0.33, 0.10], [2.45, -1.13, 0.59], [-0.78, 1.46, -0.68], [-0.17, 0.60, -0.06], [1.91, -1.33, -0.20], [0.14, 0.73, 0.29], [-0.15, -0.86, -1.05], [-1.70, -0.58, 0.22], [-0.44, 0.59, -0.20], [-0.69, -1.32, -0.64], [0.79, 2.04, 2.14], [0.74, 0.43, -0.32], [-0.33, 0.83, -0.08], [-1.19, 1.97, 0.06], [-0.72, 0.00, 0.33], [-0.49, -1.80, 1.65], [-0.58, -1.18, 0.05], [-0.06, 0.07, 1.04], [-0.72, 0.32, 0.90], [-0.49, 0.08, 0.23], [0.79, -0.36, -0.49], [-0.08, 0.10, -0.26], [0.43, -0.07, 0.43], [-0.39, 0.00, 0.25], [0.20, 0.19, 0.22], [0.31, 0.70, -0.29], [-0.27, -0.33, -0.49], [-0.26, 0.75, 0.14], [-0.62, 0.17, -0.70], [0.51, 0.76, -0.59], [0.11, 0.08, 0.23], [0.17, 0.11, 0.26], [0.98, -0.43, -0.14], [0.18, 0.03, 0.21], [-0.23, -0.64, -0.08], [0.22, -0.45, -0.34], [-0.56, -0.16, -0.30]], "smiles": "C[C@H](Nc1nc(N)nc(N)n1)c1nn2cccc2c(=O)n1-c1ccccc1", "relative_energy_kcal_mol": 4.8, "homo_lumo_gap_ha": 0.3296, "e_homo_ev": -8.41, "fmax_ev_per_a": 3.21}

***

No. 2
{"formula": "C17H17O5P", "method": "wB97M-V/def2-TZVPD", "species": ["P", "O", "O", "O", "O", "O", "C", "C", "C", "C", "C", "C", "C", "C", "C", "C", "C", "C", "C", "C", "C", "C", "C", "H", "H", "H", "H", "H", "H", "H", "H", "H", "H", "H", "H", "H", "H", "H", "H", "H"], "positions_angstrom": [[0.20245, -0.80543, 0.30831], [2.00711, 0.40216, -1.08366], [-1.91489, 0.67963, 1.07657], [0.86828, -0.11737, 1.41031], [-2.01238, 0.14737, -1.07876], [2.71240, -1.54324, -0.29363], [-0.60499, 0.19959, -1.05275], [1.40176, -1.98081, -0.56203], [5.19585, -0.54650, 0.35897], [-4.74407, 0.78899, 1.22630], [-1.03994, -2.06614, 0.83641], [5.71579, 2.14744, -0.08449], [2.88956, -0.24884, -0.56225], [-6.14535, 0.28841, -1.11395], [-6.82582, 0.57923, 0.05842], [-4.05702, 0.49701, 0.04965], [-4.76367, 0.24638, -1.12391], [-2.58017, 0.46232, 0.09207], [-6.12502, 0.82959, 1.22796], [4.21936, 0.27137, -0.20473], [6.68719, 1.33052, 0.47277], [4.48402, 1.62178, -0.42339], [6.42601, -0.01305, 0.69399], [1.33087, -2.97910, -0.13003], [-1.70906, -1.62324, 1.56683], [-4.17446, 0.98172, 2.12285], [4.97989, -1.58880, 0.53240], [-7.90537, 0.61167, 0.05971], [-1.60641, -2.46490, -0.00119], [1.22707, -2.02684, -1.64177], [-6.65740, 1.05672, 2.13934], [-0.49189, -2.86994, 1.32515], [7.64974, 1.74219, 0.73889], [5.92081, 3.19430, -0.25122], [-4.22516, 0.02321, -2.03155], [-0.27328, -0.14102, -2.03183], [7.18469, -0.64419, 1.13254], [3.70876, 2.23753, -0.85247], [-0.25956, 1.22531, -0.88324], [-6.69572, 0.09500, -2.02261]], "forces_ev_per_a": [[-1.04, -1.68, -0.92], [0.52, 0.11, -0.19], [-0.29, 0.23, -0.10], [0.56, 0.47, 0.79], [-0.68, -0.14, -0.06], [0.73, 0.05, 0.10], [0.95, -0.01, 0.36], [-0.75, 0.23, 0.12], [-0.18, 0.05, -0.09], [0.21, -0.03, -0.10], [0.39, 0.53, 0.00], [0.03, 0.04, -0.01], [-0.16, 0.19, -0.34], [-0.09, -0.01, -0.04], [-0.01, 0.00, -0.02], [-0.32, -0.02, -0.04], [0.14, 0.02, 0.10], [-0.03, 0.21, 0.29], [-0.04, 0.01, 0.03], [0.33, 0.12, 0.16], [0.00, -0.02, 0.01], [-0.15, -0.20, -0.02], [0.10, -0.01, 0.03], [-0.03, 0.10, -0.05], [-0.06, -0.02, -0.01], [0.04, 0.02, 0.07], [0.00, -0.08, 0.03], [-0.08, 0.00, 0.00], [-0.06, -0.06, -0.13], [-0.06, 0.00, 0.08], [-0.03, 0.02, 0.07], [0.03, -0.04, -0.04], [0.07, 0.03, 0.02], [0.00, 0.08, -0.01], [0.02, -0.02, -0.07], [0.03, 0.01, 0.12], [0.05, -0.05, 0.03], [-0.06, 0.06, -0.03], [-0.06, -0.18, -0.07], [-0.04, -0.01, -0.07]], "smiles": "CP(=O)(COC(=O)c1ccccc1)COC(=O)c1ccccc1", "homo_lumo_gap_ha": 0.3651, "e_homo_ev": -9.56, "fmax_ev_per_a": 2.17}

***

No. 3
{"formula": "C17H18BrNO4S", "method": "wB97M-V/def2-TZVPD", "species": ["Br", "S", "O", "O", "O", "O", "N", "C", "C", "C", "C", "C", "C", "C", "C", "C", "C", "C", "C", "C", "C", "C", "C", "C", "H", "H", "H", "H", "H", "H", "H", "H", "H", "H", "H", "H", "H", "H", "H", "H", "H", "H"], "positions_angstrom": [[4.34769, -3.02222, -5.36883], [0.93519, 0.21078, -0.98214], [-2.03182, 1.47671, 4.60357], [-3.13647, -0.32881, 3.90890], [-0.15077, 0.86870, -1.64728], [1.85651, 0.98086, -0.20201], [0.43164, -1.09090, -0.05836], [0.41295, -0.93226, 1.37767], [1.87828, -0.68032, -2.22383], [-0.75860, 3.22423, 0.69732], [-0.89644, -0.35744, 1.94422], [-0.64736, -1.82669, -0.67534], [-0.77243, -0.16466, 3.46557], [-2.80736, 2.23841, -0.04579], [-2.10877, 0.28560, 4.00428], [3.77911, -2.02481, -2.76793], [3.03660, -1.32556, -1.83306], [-2.46414, 1.05795, 0.58716], [3.33799, -2.06017, -4.08280], [-1.26167, 0.94366, 1.27173], [1.44565, -0.71473, -3.53564], [-0.41746, 2.04476, 1.33238], [-1.95056, 3.32293, 0.00210], [2.17946, -1.41172, -4.48103], [-0.01921, 0.58240, 3.70922], [1.85966, -1.45125, -5.51093], [-2.90504, 1.76271, 4.91628], [-0.86788, -2.70972, -0.07814], [0.61061, -1.91209, 1.82805], [0.52040, 1.98462, 1.86249], [-1.70245, -1.07903, 1.77262], [-3.14193, 0.21531, 0.55357], [-2.21104, 4.24214, -0.50155], [0.54159, -0.18832, -3.79815], [3.34678, -1.26392, -0.80278], [1.24569, -0.26522, 1.60394], [-0.51128, -1.11554, 3.93454], [-3.74280, 2.30767, -0.58160], [-0.31608, -2.14027, -1.66514], [-0.08479, 4.06679, 0.74056], [4.68778, -2.53420, -2.48625], [-1.54723, -1.21637, -0.78759]], "forces_ev_per_a": [[-0.06, 0.06, 0.08], [0.36, -0.64, -0.46], [0.26, 0.61, 0.28], [-0.11, -0.17, -0.10], [0.01, -0.26, -0.14], [0.21, -0.11, 0.22], [0.29, 0.81, -0.44], [-0.03, 0.23, 0.45], [-0.38, 0.30, 0.23], [0.07, 0.08, 0.05], [0.19, -0.02, 0.06], [-0.26, -0.10, -0.29], [-0.16, -0.09, -0.20], [-0.10, 0.02, -0.07], [-0.09, -0.18, 0.09], [-0.03, 0.03, 0.00], [0.08, -0.02, -0.01], [-0.01, -0.02, 0.04], [-0.02, -0.04, -0.14], [-0.20, -0.07, 0.06], [-0.11, 0.12, 0.10], [-0.12, 0.05, 0.10], [-0.04, 0.06, -0.04], [0.16, -0.10, 0.00], [0.07, -0.06, -0.02], [-0.02, 0.00, -0.05], [0.01, -0.30, -0.16], [0.05, -0.03, 0.00], [0.03, 0.08, -0.02], [0.11, -0.01, 0.05], [0.04, 0.08, 0.02], [-0.04, -0.09, 0.02], [-0.02, 0.08, -0.03], [-0.10, 0.04, -0.10], [0.12, -0.06, 0.14], [-0.01, -0.10, 0.26], [-0.01, 0.03, 0.08], [-0.07, 0.01, -0.04], [-0.15, -0.15, -0.05], [0.06, 0.07, 0.00], [0.05, -0.02, 0.02], [-0.06, -0.11, 0.03]], "smiles": "CN(C[C@@H](CC(=O)O)c1ccccc1)S(=O)(=O)c1ccc(Br)cc1", "relative_energy_kcal_mol": 6.5, "homo_lumo_gap_ha": 0.3473, "e_homo_ev": -9.03, "fmax_ev_per_a": 0.97}